Computed, not measured: C37H47BeBrCl2F4I2KLi2NNaO9PS2 as an isolated structure in a non-equilibrium geometry, with ωB97M-V/def2-TZVPD.

```
111
Properties=species:S:1:pos:R:3:lowdin_charge:R:1
C 6.2867 -2.3567 3.2722 0.005
C 6.5489 -1.7496 2.0072 -0.100
C 6.9156 -0.9807 0.5740 -0.206
C 5.8978 0.2842 0.2465 -0.184
C 4.6404 -0.1390 -0.7569 -0.155
C 3.2570 -0.3003 0.1413 0.004
C 2.9109 -1.8569 0.6379 -0.113
C 3.8390 -3.1618 0.2324 -0.688
I 3.8843 -4.7258 1.8030 0.752
C 3.1043 -3.8675 -1.0728 -0.808
C 3.1710 -2.9731 -2.4463 -0.184
I 3.8019 -5.9195 -1.4330 0.702
C 1.5684 -2.1351 1.5739 -0.030
C 0.6140 -0.8441 1.9643 -0.320
C 0.9378 0.7235 1.4751 0.005
C 2.2886 1.0053 0.5295 -0.014
O 2.6513 2.3523 0.0494 -0.159
C 2.4500 2.5001 -1.4001 -0.217
C 3.6841 3.4961 -1.9299 -0.086
N -0.0053 1.7802 1.9278 -0.210
O 0.4670 2.9964 2.0666 -0.167
C 0.1064 3.5157 3.3951 -0.158
C 0.4254 2.3390 4.5398 -0.087
C -1.4351 1.6015 1.6000 -0.073
C -2.1456 0.1726 2.1107 -0.279
C -3.7212 -0.2133 1.8854 -0.099
C -4.2095 -1.6906 2.4903 -0.179
C -4.2854 -1.6942 4.1305 -0.070
C -4.1919 -1.8090 5.5312 0.036
C -4.7338 0.8023 1.0913 -0.079
C -6.3480 0.4411 0.8507 -0.590
Br -7.5556 1.9400 1.5272 0.629
C -6.6980 0.0351 -0.6999 -0.264
C -5.6189 -1.1060 -1.1962 -0.120
C -4.0480 2.2196 0.5279 -0.026
F -4.9969 3.1025 -0.2387 -0.114
C -2.4467 2.6104 0.7840 -0.216
P -1.7963 4.2498 0.0639 0.894
C -3.1460 5.6468 0.1216 -0.330
C -1.3457 3.8729 -1.7938 -0.420
C -2.6617 3.7139 -2.7580 -0.179
S -0.9854 -1.0685 2.9903 0.713
H 5.6456 -2.9026 4.1182 0.048
H 7.9847 -0.4859 0.7654 0.120
H 7.0361 -1.7324 -0.3198 0.111
H 6.5492 1.0925 -0.3008 0.113
H 5.5370 0.7586 1.2551 0.128
H 4.9402 -1.1270 -1.3269 0.097
H 4.5817 0.7074 -1.5678 0.096
H 4.9616 -2.8810 -0.0258 0.077
H 1.9544 -3.9580 -0.7744 0.099
H 2.9907 -1.8075 -2.2663 0.087
H 2.2821 -3.3361 -3.1360 0.074
H 4.1758 -3.1844 -3.0402 0.088
H 1.2336 -3.1845 1.9743 0.066
H 2.5470 1.4468 -1.9250 0.123
H 1.4356 3.0006 -1.7108 0.103
H 4.7380 2.9689 -1.8621 0.074
H 3.4889 3.8608 -3.0449 0.094
H 3.6198 4.4804 -1.2673 0.093
H -1.0704 3.6847 3.4535 0.125
H 0.6284 4.5224 3.6914 0.145
H -0.4299 1.5116 4.5195 -0.009
H 1.4785 1.8444 4.3974 0.110
H 0.3676 2.9180 5.5819 0.110
H -5.2120 -2.0671 1.9792 0.111
H -3.3758 -2.4710 2.1529 0.121
H -4.0291 -1.7856 6.7071 0.071
H -6.6577 -0.4999 1.5161 0.110
H -6.8174 0.9406 -1.4351 0.122
H -7.7585 -0.5052 -0.6748 0.129
H -6.0900 -1.7594 -2.0729 0.102
H -4.6332 -0.5540 -1.5019 0.084
H -5.3793 -1.8813 -0.3294 0.075
H -2.6591 6.6659 -0.2334 0.058
H -3.5744 5.8282 1.1967 0.046
H -4.0101 5.4249 -0.6703 0.038
H -0.7409 2.8706 -1.7666 0.069
H -0.6178 4.7557 -2.1199 0.092
H -3.3286 4.6748 -2.8071 0.074
H -3.2302 2.7298 -2.4772 0.073
H -2.2438 3.5515 -3.8639 0.089
K -1.0585 -0.5276 5.6538 0.702
C -0.8017 -4.1043 -6.8104 -0.232
C -0.8068 -2.8695 -7.6899 -0.240
O -0.6145 -1.6585 -6.9662 -0.057
C 0.7364 -1.2568 -6.6054 -0.526
O 1.5281 -1.2585 -7.6732 -0.216
C 1.3291 -2.0552 -5.3778 -0.530
F 0.3659 -2.2889 -4.4399 0.133
F 2.2946 -1.3399 -4.7332 0.023
F 1.8721 -3.2595 -5.6797 0.026
H -1.3178 -3.9210 -5.8632 0.075
H -1.2881 -4.9392 -7.3245 -0.166
H 0.2156 -4.4235 -6.5824 0.059
H -1.8080 -2.7866 -8.1289 0.126
H -0.1181 -2.9744 -8.5345 0.114
H 0.5364 -0.2782 -6.1447 0.118
O 2.3992 -0.6466 10.5794 -0.521
S 2.5416 -0.4327 9.1277 0.103
O 3.9723 -0.3932 8.7746 -0.446
O 1.9081 0.8452 8.7548 -0.379
O 1.8865 -1.5362 8.4020 -0.453
Na 3.1415 -2.9783 -7.0228 0.718
Li 2.2415 -2.7360 10.2820 0.765
Be 4.6415 -0.0817 10.6620 0.454
Cl -1.9585 -6.4242 -6.6785 -0.089
O -10.7580 1.6294 3.1268 -0.550
H -9.9590 1.6438 2.6320 -0.344
Li -7.3580 3.6627 3.7276 0.732
Cl 2.8420 0.4636 -6.6715 0.147
```

## Properties
HOMO level ... -5.3 eV

***

Computed, not measured: C5H11N2 as an isolated structure in a non-equilibrium geometry, with ωB97M-V/def2-TZVPD.

```
18
Properties=species:S:1:pos:R:3:nbo_charge:R:1
C 1.1731 1.5540 -0.6379 0.476
C 0.2567 0.0385 0.0562 -0.345
C -1.0014 -0.6686 0.4821 0.153
C -0.9216 -2.0383 1.0342 -0.716
C -2.3963 -0.1410 0.1591 -0.688
N 0.7254 2.6146 -1.0172 -0.571
N 2.6193 1.0408 -0.6898 -0.784
H 1.0645 -0.6003 0.4124 0.136
H -1.6361 -2.4022 1.8110 0.271
H 0.0224 -2.5045 1.3150 0.244
H -1.2835 -2.8327 0.2760 0.262
H -3.1495 0.0771 0.9970 0.265
H -2.8093 -1.0024 -0.4443 0.244
H -2.4407 0.7978 -0.4881 0.245
H 1.2052 3.4556 -1.2661 0.406
H 3.2100 1.8515 -0.6466 0.454
H 2.9014 0.4751 -1.4757 0.455
H 2.4606 0.2851 0.1227 0.493
```

## Properties
HOMO level ... -12.9 eV
Net charge ... +1
Energy relative to the best compared isomer or geometry (same formula, charge and spin) ... 119.8 kcal/mol

***

Computed, not measured: an isolated molecule of C2H3N3O3 in a non-equilibrium geometry, with ωB97M-V/def2-TZVPD.

```
11
Properties=species:S:1:pos:R:3:nbo_charge:R:1
C 0.3069 -0.7679 0.0222 0.536
C -1.9395 -0.5954 0.0428 0.325
H 2.1787 0.5227 0.2258 0.469
H -2.9119 -1.1503 0.0380 0.231
H 0.5798 2.2597 -0.3066 0.486
N 1.4581 -1.2690 0.0269 -0.159
N -1.5664 0.6223 -0.2510 -0.278
N -0.1698 0.5709 -0.3039 -0.073
O 2.4356 -0.3870 -0.1577 -0.539
O -0.8415 -1.4571 0.2385 -0.452
O 0.4700 1.6511 0.4249 -0.547
```

## Properties
HOMO level ... -8.9 eV
SMILES ... O/N=c1/ocnn1O
Energy relative to the best compared isomer or geometry (same formula, charge and spin) ... 87.9 kcal/mol

***

Computed, not measured: an isolated molecule of C5H11NO, with ωB97M-V/def2-TZVPD.

```
18
Properties=species:S:1:pos:R:3:nbo_charge:R:1
C -0.9468 -1.0762 -1.0690 -0.618
C -0.6456 0.2347 -0.3439 -0.048
C -1.4582 0.3803 0.9374 -0.619
N 0.7970 0.3647 -0.0928 -0.440
C 1.3732 0.0002 1.1812 -0.403
C 1.5902 0.7232 -1.1359 0.535
O 1.1874 1.0075 -2.2493 -0.624
H -0.6407 -1.9407 -0.4678 0.198
H -2.0195 -1.1640 -1.2743 0.211
H -0.4112 -1.1022 -2.0214 0.233
H -0.8970 1.0593 -1.0186 0.224
H -1.2241 1.3135 1.4586 0.214
H -2.5243 0.3873 0.6896 0.223
H -1.2846 -0.4508 1.6301 0.204
H 1.0460 0.6770 1.9769 0.197
H 1.1253 -1.0295 1.4632 0.195
H 2.4608 0.0722 1.1100 0.212
H 2.6692 0.7316 -0.8779 0.107
```

## Properties
HOMO level ... -9.3 eV
SMILES ... CC(C)N(C)C=O
Energy relative to the best compared isomer or geometry (same formula, charge and spin) ... 10.6 kcal/mol

***

no.,frontier orbital gap (eV),electronic energy (Ha)
1,0.7701,-8587.3926
2,9.0876,-306.1926
3,9.3543,-467.8242
4,10.1517,-327.1145